Entry 1:
Entry from the Open Molecules 2025 dataset: C5H8N2O in the gas phase (ωB97M-V with the def2-TZVPD basis set).

XYZ file:
```
16
Properties=species:S:1:pos:R:3:forces:R:3
C 1.292 -0.043 1.383 0.8 0.5 2.3
C 0.320 0.664 0.480 -1.4 1.2 1.2
C 0.934 0.833 -0.866 1.4 1.8 -2.4
C -1.147 -1.195 -0.131 1.3 -2.1 -0.3
C -1.236 0.212 0.307 1.6 1.5 -2.8
H 2.133 0.615 1.877 -1.6 -0.3 -1.5
H 0.695 -0.211 2.371 1.3 -1.4 -1.7
H 1.948 -0.769 0.804 -1.4 -0.1 1.2
H 2.085 0.791 -1.142 -1.6 -0.8 2.2
H 0.946 1.801 -1.554 -2.1 -1.7 1.2
H -1.642 -2.133 0.293 0.6 1.5 -0.8
H -1.735 0.874 -0.458 0.7 -1.4 -0.2
H -0.944 0.758 2.226 0.8 1.6 -1.8
N -0.265 -1.436 -1.114 -2.5 0.6 3.1
N -0.909 1.246 1.250 1.1 -1.7 2.7
O 0.469 -0.402 -1.551 1.1 0.6 -2.6
```
Positions in Å, forces in eV/Å.

Electronic energy, Eh: -379.79338
ΔE to the lowest compared entry with this formula, charge and spin, kJ/mol: 774.0



Entry 2:
Entry from the Open Molecules 2025 dataset: C11H8N2OS in the gas phase (ωB97M-V with the def2-TZVPD basis set).

XYZ file:
```
23
Properties=species:S:1:pos:R:3:forces:R:3
O -0.274 -0.859 -3.011 -0.2 -0.8 -0.7
S -1.671 0.612 0.988 0.4 0.3 -0.4
C -0.396 -0.471 -1.864 -0.5 -1.0 -1.7
C -2.249 -3.085 -0.065 0.1 1.2 -0.8
C -1.529 -2.598 -1.223 -0.1 -0.2 1.0
C -2.363 -2.003 0.812 0.8 -1.2 -0.5
C -1.138 -1.301 -0.933 -0.3 -0.5 0.1
C 2.033 2.085 1.886 -1.1 -0.3 -1.2
C 2.686 2.148 0.665 -1.3 -0.8 -0.3
C 0.722 1.621 1.974 0.0 -0.5 -1.2
C 1.996 1.701 -0.472 0.7 0.1 0.6
C 0.029 1.106 0.829 1.1 0.6 0.7
C 0.704 1.145 -0.417 0.5 0.9 1.1
N -1.612 -0.959 0.310 -0.7 -0.3 0.6
N 0.157 0.732 -1.627 0.7 1.4 0.9
H -2.667 -4.081 0.068 0.1 0.5 0.0
H -1.294 -3.093 -2.169 -0.1 0.1 0.6
H -2.884 -1.987 1.765 0.3 0.4 -0.2
H 2.524 2.408 2.745 0.7 0.5 1.4
H 3.716 2.450 0.640 0.2 0.2 -0.3
H 0.264 1.654 2.948 -0.4 -0.2 0.0
H 2.544 1.749 -1.408 -0.3 -0.2 -0.1
H 0.703 1.028 -2.440 -0.4 -0.2 0.3
```
Positions in Å, forces in eV/Å.

Electronic energy, Eh: -1006.90276
ΔE to the lowest compared entry with this formula, charge and spin, kJ/mol: 0.0



Entry 3:
Entry from the Open Molecules 2025 dataset: 10 unconnected molecules or ions with the total composition C24H68O10 (ωB97M-V with the def2-TZVPD basis set).

XYZ file:
```
102
Properties=species:S:1:pos:R:3:forces:R:3
C -0.823 2.506 -3.786 -1.3 0.8 1.0
C -1.085 2.426 -2.306 -0.8 0.0 1.1
C -1.997 3.515 -1.674 0.4 -0.5 -0.1
O -1.736 1.148 -2.034 0.7 0.0 0.0
H -0.217 3.340 -4.069 0.2 0.6 -0.2
H -1.800 2.530 -4.232 -0.4 0.2 -0.8
H -0.351 1.612 -4.037 0.9 -1.5 -0.7
H -0.110 2.392 -1.829 -0.1 0.0 0.6
H -2.938 3.610 -2.258 0.6 0.1 0.2
H -1.454 4.454 -1.622 -0.2 0.3 -0.2
H -2.264 3.278 -0.622 0.3 -0.1 -0.8
H -2.676 1.306 -2.124 -0.3 -0.1 -0.1
C 0.245 -3.801 3.050 0.9 -1.8 -0.2
C 0.940 -2.485 2.827 -0.9 -0.2 -2.9
C 0.957 -1.592 3.991 2.2 1.1 1.3
O 2.268 -2.782 2.270 -2.0 -1.1 1.2
H -0.001 -4.369 2.106 0.5 0.8 0.9
H -0.697 -3.638 3.528 -0.6 0.2 0.5
H 0.868 -4.476 3.699 -0.6 0.5 -0.5
H 0.243 -1.989 2.085 1.2 -0.2 0.0
H 0.048 -1.123 4.295 -1.2 -0.5 0.1
H 1.553 -0.675 3.792 0.2 -0.6 -0.1
H 1.441 -2.126 4.825 -0.2 0.4 0.1
H 2.691 -2.025 1.917 0.3 1.3 -0.4
C -7.116 0.700 0.467 0.9 1.0 0.0
C -5.565 0.747 0.459 0.7 -0.7 -0.2
C -5.049 2.186 0.672 -1.1 0.2 1.3
O -5.062 -0.168 1.505 -1.5 1.4 -1.0
H -7.483 1.277 -0.381 0.0 -0.1 -0.3
H -7.454 1.295 1.323 -0.1 -0.5 0.2
H -7.574 -0.284 0.445 0.3 -0.1 0.2
H -5.145 0.486 -0.564 -0.6 -0.5 1.1
H -4.046 2.382 0.331 0.2 -0.1 -0.5
H -5.018 2.394 1.751 -0.1 -0.2 0.0
H -5.771 2.924 0.286 0.4 -0.2 -0.3
H -4.159 -0.381 1.275 0.5 0.0 -0.3
C 0.126 -2.768 -3.755 1.1 1.6 0.3
C -1.216 -2.742 -3.057 0.7 -0.4 -1.1
C -1.759 -4.155 -2.943 -0.1 -0.5 -0.8
O -1.096 -2.164 -1.773 0.1 0.6 0.6
H 0.396 -1.714 -3.968 0.1 -0.3 0.2
H 0.152 -3.227 -4.722 -0.4 -0.6 -0.5
H 0.934 -3.185 -3.151 -0.1 -0.2 0.1
H -1.789 -2.118 -3.741 -0.9 0.1 0.4
H -2.189 -4.370 -1.984 0.0 -0.1 0.6
H -0.962 -4.873 -3.195 -0.2 0.1 0.5
H -2.553 -4.377 -3.664 0.1 0.3 0.0
H -0.601 -1.323 -1.824 -0.3 -0.5 -0.3
C 3.621 0.076 -1.668 -2.6 -0.9 0.1
C 3.284 -0.044 -0.176 1.1 -0.2 -0.4
C 4.229 -1.047 0.536 -1.2 -0.8 -2.5
O 3.440 1.192 0.444 0.5 0.2 1.5
H 2.778 0.702 -2.147 1.6 -0.8 0.4
H 3.518 -0.971 -2.024 0.2 0.6 -0.4
H 4.616 0.440 -1.838 0.3 0.4 -0.1
H 2.254 -0.419 -0.101 -0.1 0.1 0.2
H 5.211 -1.077 0.085 0.6 0.8 0.3
H 3.879 -2.041 0.187 -0.1 0.2 0.7
H 4.222 -0.971 1.594 0.2 0.2 0.9
H 3.030 1.917 -0.015 -0.7 0.4 -0.6
C 2.940 4.751 1.673 -0.6 -1.5 -1.1
C 2.874 4.811 0.141 -0.2 0.5 -0.1
C 4.169 4.387 -0.523 -0.6 0.5 -1.5
O 1.896 3.943 -0.417 -0.5 -0.3 0.8
H 3.496 3.872 1.979 0.2 -0.2 0.2
H 1.974 4.716 2.171 -0.3 0.1 -0.2
H 3.441 5.610 1.971 1.0 1.5 0.9
H 2.637 5.878 -0.131 0.1 -0.8 0.0
H 4.056 4.518 -1.623 -0.3 -0.5 0.5
H 4.378 3.337 -0.310 0.4 0.3 0.1
H 4.974 5.072 -0.365 0.8 0.2 0.9
H 1.213 3.777 0.272 0.1 0.1 -0.6
C 1.189 -4.992 -0.622 -0.7 -0.8 -0.3
C 2.662 -5.267 -0.710 0.3 0.2 -1.5
C 3.010 -6.593 -0.100 2.2 0.0 -0.1
O 3.075 -5.321 -2.139 -1.1 1.1 1.3
H 0.644 -5.819 -1.157 0.3 0.8 0.7
H 0.857 -4.041 -1.031 0.2 0.1 -0.2
H 0.957 -4.952 0.449 -0.2 -0.3 -0.3
H 3.172 -4.443 -0.175 0.2 -0.4 -0.4
H 4.168 -6.677 -0.088 -1.9 -0.2 0.0
H 2.564 -7.442 -0.621 0.1 0.1 -0.1
H 2.662 -6.596 0.907 -0.1 -0.2 1.0
H 3.754 -5.975 -2.197 0.7 -0.5 -0.1
C -0.152 1.023 1.264 -2.5 -0.9 0.2
C -0.900 2.256 1.681 0.1 -0.1 2.5
C -0.850 2.461 3.261 -0.4 -1.3 -1.6
O -0.376 3.454 1.087 -0.9 -0.6 0.0
H -0.154 0.895 0.221 0.5 0.4 -1.7
H -0.794 0.141 1.504 0.5 0.6 0.5
H 0.793 0.899 1.674 1.9 0.0 0.7
H -1.952 2.033 1.491 -0.1 0.6 -0.7
H 0.164 2.747 3.475 0.2 0.9 0.4
H -0.974 1.512 3.791 -0.2 -0.1 -0.2
H -1.694 3.095 3.555 0.7 0.4 0.2
H -1.059 4.134 1.226 0.3 0.1 -0.1
O -2.809 -0.800 0.233 0.9 0.2 -0.7
H -2.597 -1.728 0.339 0.0 -0.4 0.0
H -2.224 -0.545 -0.512 -0.5 0.1 0.4
O -2.608 5.381 1.708 0.6 -0.7 -0.9
H -3.276 4.872 2.169 -0.2 0.6 0.4
H -2.489 6.275 2.022 -0.4 0.0 0.5
```
Positions in Å, forces in eV/Å.

Electronic energy, Eh: -1707.52517
ΔE to the lowest compared entry with this formula, charge and spin, kJ/mol: 253.7



Entry 4:
Entry from the Open Molecules 2025 dataset: 2 unconnected molecules or ions with the total composition C4H14NO2S (ωB97M-V with the def2-TZVPD basis set).

XYZ file:
```
22
Properties=species:S:1:pos:R:3:forces:R:3
C -1.600 -0.011 -1.218 2.4 -0.4 -0.8
O -0.502 -0.090 -2.169 -0.6 0.0 1.0
C -1.035 -0.384 0.164 -0.2 -0.3 -0.4
C 0.106 0.435 0.729 -0.2 0.9 -0.9
C 0.647 0.095 2.095 0.2 -0.9 0.0
S 1.604 -1.479 2.169 -0.4 -0.4 -0.1
N -0.473 -1.796 -0.059 0.9 -0.5 1.8
H -2.214 -0.854 -1.500 -1.0 0.4 -0.1
H -2.016 0.987 -1.319 -0.6 -0.2 0.5
H 0.037 0.685 -1.940 0.3 0.2 -0.7
H -1.874 -0.420 0.859 0.1 -0.4 0.2
H -0.289 1.426 0.812 -0.5 0.9 0.2
H 0.844 0.600 -0.059 0.4 -0.5 0.3
H -0.190 0.036 2.790 0.2 0.0 0.2
H 1.350 0.830 2.438 0.0 0.6 0.1
H 2.790 -1.067 2.621 0.0 0.3 0.0
H 0.557 -1.769 0.015 0.0 0.3 -0.3
H -0.674 -2.405 0.746 -0.4 0.0 -0.4
H -0.661 -2.286 -0.921 -0.6 0.1 -0.6
H 1.884 2.127 -2.079 -0.1 -0.2 0.1
H 0.753 3.075 -2.330 -0.3 -0.1 0.1
O 0.955 2.264 -1.844 0.5 0.3 -0.2
```
Positions in Å, forces in eV/Å.

Charge: +1
Electronic energy, Eh: -763.97168
ΔE to the lowest compared entry with this formula, charge and spin, kJ/mol: 61.8



Question: The lowest ΔE to the lowest compared entry with this formula, charge and spin belongs to which entry?
Answer: C11H8N2OS